No. 1
Formula: C12H25N4O4
Source: the OMol25 dataset
Level of theory: ωB97M-V/def2-TZVPD

```
45
Properties=species:S:1:pos:R:3
O -0.923 -1.174 2.755
O -1.032 1.587 -1.175
O -0.874 -1.394 -0.177
O 0.430 0.236 -4.933
C -0.329 -2.238 2.736
C -1.008 0.891 -2.214
C 0.323 -1.186 -0.249
N -1.896 1.074 -3.207
N 0.872 -0.557 -1.334
N 0.730 -2.487 1.958
C -0.646 -3.336 3.709
C -2.877 2.197 -3.273
C 1.756 0.617 2.193
C 1.011 1.740 1.439
C 1.042 0.206 -3.664
C 2.279 -0.542 1.331
C -0.374 2.084 2.010
C 0.033 -0.173 -2.508
C 1.297 -1.669 0.852
N -1.422 1.191 1.512
H 1.110 0.151 -5.649
H -1.802 0.527 -4.034
H 1.857 -0.440 -1.391
H 1.084 -3.426 2.084
H -0.786 -4.338 3.225
H -1.575 -3.045 4.180
H 0.106 -3.427 4.457
H -3.508 2.013 -4.112
H -2.428 3.170 -3.375
H -3.478 2.145 -2.341
H 2.633 1.037 2.657
H 1.113 0.191 2.978
H 0.968 1.552 0.384
H 1.594 2.626 1.553
H 1.428 1.196 -3.493
H 1.885 -0.502 -3.656
H 3.139 -0.986 1.896
H 2.740 -0.118 0.387
H -0.613 3.132 1.717
H -0.366 2.140 3.122
H -0.459 -1.083 -2.869
H 1.914 -2.395 0.365
H -1.089 0.226 1.636
H -1.562 1.357 0.515
H -2.296 1.233 2.002
```

Properties
max |F| = 0.0434 hartree/bohr
energy above the lowest of the compared OMol25 structures with the same formula, charge and spin = 0.000 eV
energy = -992.0851 hartree
SMILES string = CNC(=O)[C@@H](CO)NC(=O)[C@@H](CCCC[NH3+])NC(C)=O
HOMO level = -12.769 eV
net charge = +1

Charges in e, computed with natural (NBO), in the same order as the atoms: -0.68, -0.72, -0.61, -0.73, 0.72, 0.69, 0.68, -0.57, -0.62, -0.60, -0.72, -0.41, -0.43, -0.43, -0.05, -0.38, -0.23, -0.15, -0.14, -0.71, 0.50, 0.42, 0.40, 0.41, 0.24, 0.25, 0.24, 0.22, 0.21, 0.21, 0.23, 0.22, 0.23, 0.23, 0.18, 0.18, 0.23, 0.19, 0.22, 0.23, 0.24, 0.23, 0.48, 0.47, 0.43

=====

No. 2
Formula: C15H23N3O
Source: the OMol25 dataset
Level of theory: ωB97M-V/def2-TZVPD

```
42
Properties=species:S:1:pos:R:3
O -1.068 -0.016 3.600
C 0.117 -0.205 3.423
C -0.662 -2.127 -1.725
C -2.274 -2.396 0.154
C 0.258 -1.991 -0.666
C -1.296 -2.254 1.076
C -1.934 -2.406 -1.227
C 0.018 -1.900 0.682
N 0.241 -1.432 3.912
N 1.211 2.962 -1.598
N 0.538 -0.039 2.126
C -3.057 -2.480 -2.260
C 0.675 4.292 -1.950
C 2.550 2.518 -2.050
C 1.234 -2.147 2.995
C 0.279 2.041 -0.967
C -0.115 0.958 1.274
C 1.005 -1.347 1.652
C 0.869 1.627 0.438
H -0.492 -2.010 -2.753
H -3.305 -2.595 0.367
H 1.257 -1.697 -0.931
H -1.612 -2.006 2.077
H -0.726 -1.796 3.983
H -3.116 -1.650 -2.824
H -4.031 -2.747 -1.840
H -2.758 -3.194 -2.996
H 0.318 4.174 -2.991
H 1.452 4.983 -1.991
H -0.206 4.518 -1.348
H 2.671 2.775 -3.149
H 2.637 1.485 -1.864
H 3.263 3.078 -1.414
H 1.092 -3.250 2.898
H 2.283 -1.963 3.424
H 0.165 1.209 -1.622
H -0.689 2.538 -0.857
H -0.772 1.726 1.731
H -0.816 0.505 0.611
H 1.985 -1.211 1.107
H 1.798 0.967 0.358
H 1.014 2.500 1.138
```

Properties
max |F| = 0.1556 hartree/bohr
energy above the lowest of the compared OMol25 structures with the same formula, charge and spin = 6.109 eV
energy = -824.6865 hartree
SMILES string = Cc1ccc([C@@H]2CNC(=O)N2CCCN(C)C)cc1
HOMO level = -7.421 eV
net charge = 0

Charges in e, computed with natural (NBO), in the same order as the atoms: -0.65, 0.76, -0.23, -0.22, -0.17, -0.19, 0.02, -0.07, -0.63, -0.48, -0.44, -0.63, -0.39, -0.40, -0.24, -0.20, -0.23, -0.05, -0.41, 0.22, 0.22, 0.19, 0.21, 0.42, 0.21, 0.21, 0.21, 0.16, 0.19, 0.20, 0.18, 0.20, 0.19, 0.23, 0.21, 0.18, 0.20, 0.24, 0.19, 0.20, 0.20, 0.21

=====

No. 3
Formula: C63H154N14O7
Source: the OMol25 dataset
Level of theory: ωB97M-V/def2-TZVPD

```
238
Properties=species:S:1:pos:R:3
C 8.184 -7.998 2.735
C 8.502 -7.398 4.083
N 7.365 -6.663 4.616
C 7.402 -6.422 6.082
C 8.444 -5.375 6.624
C 6.926 -5.392 3.877
C 5.444 -5.021 4.216
H 8.072 -7.244 1.956
H 7.295 -8.615 2.861
H 9.033 -8.631 2.474
H 9.011 -8.061 4.783
H 9.252 -6.613 3.999
H 6.374 -6.332 6.432
H 7.693 -7.355 6.564
H 9.458 -5.679 6.364
H 8.301 -4.355 6.268
H 8.395 -5.420 7.712
H 7.001 -5.587 2.807
H 7.622 -4.584 4.101
H 4.828 -5.870 3.918
H 5.100 -4.202 3.584
H 5.277 -4.737 5.255
C 3.373 -2.696 15.340
C 2.204 -3.480 14.704
N 2.521 -3.812 13.300
C 3.603 -4.819 13.229
C 3.204 -6.204 13.878
C 1.322 -4.142 12.570
C 1.580 -4.396 11.076
H 2.976 -2.111 16.170
H 3.914 -2.085 14.618
H 4.099 -3.342 15.834
H 1.860 -4.329 15.296
H 1.332 -2.827 14.681
H 3.859 -5.093 12.206
H 4.564 -4.472 13.608
H 3.911 -6.967 13.551
H 3.163 -6.157 14.967
H 2.232 -6.544 13.521
H 0.625 -3.306 12.615
H 0.783 -4.989 12.995
H 0.656 -4.240 10.519
H 1.980 -5.400 10.937
H 2.190 -3.598 10.653
C -1.145 6.713 -7.223
C -2.074 7.529 -8.184
N -1.815 8.974 -8.219
C -2.767 9.713 -9.065
C -4.206 9.726 -8.478
C -0.447 9.274 -8.617
C -0.051 10.754 -8.505
H -1.184 7.237 -6.267
H -0.145 6.762 -7.655
H -1.387 5.663 -7.058
H -1.870 7.123 -9.175
H -3.104 7.259 -7.953
H -2.352 10.698 -9.281
H -2.775 9.209 -10.032
H -4.250 10.313 -7.561
H -4.988 10.119 -9.129
H -4.526 8.763 -8.079
H -0.193 8.875 -9.599
H 0.255 8.741 -7.976
H -0.438 11.405 -9.289
H 1.035 10.747 -8.593
H -0.344 11.186 -7.548
C -3.592 10.805 -1.454
C -4.220 9.401 -1.610
N -4.740 8.878 -0.324
C -5.097 7.431 -0.281
C -6.193 7.112 -1.226
C -5.840 9.634 0.267
C -6.444 9.176 1.629
H -2.868 10.817 -0.639
H -4.348 11.555 -1.224
H -3.151 11.160 -2.386
H -4.987 9.537 -2.373
H -3.482 8.708 -2.015
H -5.366 7.106 0.724
H -4.218 6.824 -0.499
H -5.811 7.325 -2.225
H -7.073 7.737 -1.071
H -6.493 6.066 -1.175
H -5.508 10.665 0.381
H -6.661 9.674 -0.448
H -7.185 9.857 2.046
H -6.843 8.161 1.619
H -5.616 9.234 2.336
C -4.375 3.329 -13.384
C -3.706 1.990 -13.073
N -4.767 0.962 -12.895
C -4.397 -0.184 -12.021
C -4.023 0.191 -10.615
C -5.384 0.508 -14.128
C -6.681 -0.168 -13.970
H -5.128 3.557 -12.630
H -4.747 3.384 -14.407
H -3.617 4.111 -13.326
H -3.043 1.780 -13.912
H -3.060 2.106 -12.203
H -5.313 -0.773 -11.975
H -3.620 -0.807 -12.463
H -4.690 0.890 -10.111
H -3.974 -0.757 -10.078
H -2.990 0.537 -10.594
H -4.719 -0.103 -14.739
H -5.602 1.386 -14.736
H -6.475 -1.227 -13.821
H -7.213 -0.083 -14.917
H -7.302 0.342 -13.233
C -3.229 -7.449 5.098
C -3.162 -8.957 5.383
N -2.157 -9.476 6.359
C -0.808 -9.088 5.965
C -0.365 -9.756 4.669
C -2.426 -9.096 7.784
C -3.707 -9.681 8.312
H -4.240 -7.214 4.764
H -2.559 -7.056 4.333
H -2.883 -6.839 5.932
H -4.124 -9.331 5.733
H -3.097 -9.489 4.434
H -0.791 -7.998 5.956
H -0.064 -9.297 6.734
H -0.688 -9.249 3.760
H 0.719 -9.729 4.563
H -0.735 -10.782 4.643
H -2.462 -8.019 7.942
H -1.624 -9.532 8.379
H -3.680 -10.771 8.300
H -4.614 -9.330 7.820
H -3.818 -9.265 9.313
C 1.764 1.251 -0.331
C 0.421 1.308 0.415
N -0.261 -0.003 0.400
C -1.459 -0.026 1.359
C -0.984 -0.090 2.807
C -0.663 -0.540 -0.865
C -1.810 0.275 -1.500
H 2.326 0.351 -0.082
H 2.416 2.038 0.048
H 1.673 1.316 -1.416
H 0.641 1.582 1.447
H -0.197 2.121 0.032
H -2.124 0.792 1.083
H -2.035 -0.947 1.273
H -1.782 -0.301 3.518
H -0.321 -0.951 2.890
H -0.533 0.851 3.122
H -0.961 -1.560 -0.621
H 0.222 -0.764 -1.460
H -2.778 0.029 -1.064
H -1.993 -0.003 -2.538
H -1.748 1.363 -1.507
C 6.415 7.848 -4.962
C 6.630 8.077 -6.472
O 7.081 9.121 -6.861
N 6.278 7.094 -7.298
C 6.247 7.186 -8.801
H 7.375 8.018 -4.475
H 6.081 6.816 -4.856
H 5.694 8.586 -4.609
H 5.952 6.234 -6.881
H 7.092 6.656 -9.240
H 6.190 8.209 -9.172
H 5.304 6.759 -9.142
C -5.585 -9.846 -1.343
C -5.172 -8.361 -1.218
O -3.998 -8.099 -1.081
N -6.214 -7.497 -1.322
C -5.993 -6.086 -1.387
H -5.279 -10.308 -0.404
H -5.068 -10.346 -2.162
H -6.645 -10.022 -1.522
H -7.070 -7.838 -1.734
H -5.923 -5.638 -2.378
H -5.036 -5.826 -0.936
H -6.748 -5.685 -0.710
C -6.939 -0.605 7.468
C -7.372 -1.955 6.852
O -7.132 -2.074 5.655
N -7.850 -2.948 7.562
C -8.317 -4.191 7.034
H -6.147 -0.689 8.211
H -7.783 -0.106 7.945
H -6.602 0.071 6.682
H -7.891 -2.858 8.567
H -9.177 -4.541 7.605
H -7.608 -5.008 7.165
H -8.541 -4.162 5.967
C 8.044 1.921 3.240
C 7.953 3.435 3.127
O 7.476 4.059 4.052
N 8.560 4.081 2.149
C 9.383 3.468 1.077
H 8.320 1.419 2.312
H 7.035 1.607 3.506
H 8.742 1.534 3.982
H 8.471 5.087 2.154
H 10.100 2.884 1.654
H 9.901 4.197 0.454
H 8.833 2.786 0.429
C 4.096 -0.228 -7.997
C 4.884 0.170 -6.777
O 5.120 1.303 -6.404
N 5.369 -0.944 -6.143
C 6.175 -0.948 -4.951
H 3.753 -1.262 -7.967
H 4.717 -0.145 -8.889
H 3.241 0.441 -8.098
H 4.947 -1.814 -6.437
H 5.887 -1.690 -4.206
H 6.196 0.012 -4.436
H 7.218 -1.135 -5.206
C 0.145 -6.334 -5.235
C 1.459 -6.200 -4.587
O 2.351 -5.652 -5.196
N 1.554 -6.658 -3.376
C 2.698 -6.511 -2.473
H -0.533 -5.518 -4.988
H -0.393 -7.196 -4.839
H 0.283 -6.486 -6.306
H 0.728 -7.079 -2.975
H 2.758 -5.610 -1.863
H 3.630 -6.479 -3.037
H 2.769 -7.442 -1.911
C -1.190 6.624 5.014
C 0.113 7.073 4.324
O 1.183 6.908 4.960
N 0.073 7.672 3.130
C 1.272 8.000 2.327
H -1.537 7.467 5.610
H -0.864 5.824 5.679
H -1.944 6.291 4.301
H -0.844 7.948 2.811
H 1.423 9.078 2.387
H 1.076 7.802 1.273
H 2.230 7.510 2.498
```

Properties
max |F| = 0.0761 hartree/bohr
energy above the lowest of the compared OMol25 structures with the same formula, charge and spin = 5.195 eV
energy = -3785.8732 hartree
HOMO level = -7.972 eV
net charge = 0

These are the Mulliken partial charges, in e, on atoms 1 to 99: -1.26, -0.56, 0.06, -0.83, -1.02, -0.36, -1.26, 0.32, 0.31, 0.39, 0.47, 0.33, 0.41, 0.41, 0.27, 0.27, 0.40, 0.32, 0.31, 0.30, 0.42, 0.30, -1.32, -0.50, 0.03, -0.69, -1.00, -0.45, -1.35, 0.42, 0.33, 0.28, 0.35, 0.46, 0.34, 0.34, 0.40, 0.29, 0.25, 0.44, 0.33, 0.43, 0.29, 0.32, -1.26, -0.45, 0.01, -0.32, -1.21, -0.46, -1.35, 0.32, 0.28, 0.39, 0.35, 0.37, 0.26, 0.32, 0.31, 0.37, 0.28, 0.36, 0.33, 0.37, 0.42, 0.32, -1.36, -0.42, 0.11, -0.74, -0.96, -0.45, -1.33, 0.32, 0.33, 0.41, 0.32, 0.42, 0.31, 0.38, 0.27, 0.25, 0.41, 0.36, 0.38, 0.40, 0.27, 0.34, -1.29, -0.38, 0.20, -0.45, -1.32, -0.36, -1.47, 0.30, 0.33, 0.42, 0.22